Entry 1:
# C23H44BrGeInNO2SeSi

A molecular structure, C23H44BrGeInNO2SeSi (the ωB97M-V functional and the def2-TZVPD basis, the Open Molecules 2025 dataset).

- Charge: +1
- Energy relative to the best compared isomer or geometry (same formula, charge and spin): 37.6 kcal/mol
- Gap between HOMO and LUMO: 7.124 eV
- HOMO level: -0.40524 Eh
- LUMO energy: -3.90 eV

Cartesian coordinates (Å):
In 0.97 -1.24 -0.41
Br -1.62 -4.24 -1.60
Se -2.00 -1.31 0.71
Ge -5.20 -0.92 0.84
Si 1.56 1.65 -0.04
O 4.50 -2.83 -1.70
O 2.95 -1.95 -0.33
N 1.08 -3.60 -1.45
C 0.23 -4.54 -1.85
C -6.89 -1.87 0.89
C 3.45 3.27 -1.24
C -0.98 1.89 -1.35
C 2.33 2.96 2.29
C 2.39 -3.86 -1.64
C 3.74 0.99 1.65
C 2.74 1.93 -1.49
C 1.98 2.00 -2.83
C -1.47 -2.03 2.44
C -4.82 0.03 2.51
C -0.15 2.48 -0.19
C 3.79 0.81 -1.61
C 2.86 -5.01 -2.24
C 0.60 -5.74 -2.43
C -0.97 2.36 1.11
C -5.08 0.37 -0.61
C 2.31 1.54 1.70
C 1.48 0.61 2.60
C 0.11 3.97 -0.46
C 1.95 -5.97 -2.63
C 3.40 -2.81 -1.20
C -3.72 -2.22 0.53
H -4.09 0.85 -0.59
H -5.84 1.14 -0.50
H -1.16 1.33 1.39
H -1.93 2.43 -1.40
H -1.49 -3.12 2.39
H 1.51 -0.42 2.23
H 4.43 1.65 1.12
H 2.28 -6.90 -3.09
H -3.76 -2.63 -0.48
H -3.85 0.53 2.44
H -7.07 -2.40 -0.05
H -0.48 2.01 -2.31
H -3.72 -3.05 1.24
H -0.14 -6.47 -2.70
H 1.42 1.08 -3.02
H -7.71 -1.17 1.05
H -5.58 0.80 2.66
H 2.71 2.11 -3.64
H -0.46 -1.69 2.66
H 4.09 3.50 -2.10
H 4.43 0.74 -0.73
H -0.48 2.88 1.94
H -6.90 -2.60 1.71
H 2.84 2.93 3.26
H 1.93 0.60 3.61
H -4.82 -0.63 3.38
H 3.93 -5.12 -2.37
H 4.09 3.23 -0.36
H 4.11 0.90 2.68
H -1.94 2.85 0.95
H 3.34 -0.17 -1.77
H 1.33 3.36 2.46
H -5.21 -0.10 -1.59
H 2.75 4.11 -1.12
H 3.78 -0.01 1.20
H 0.71 4.44 0.34
H 2.88 3.66 1.66
H -2.15 -1.67 3.20
H 0.44 0.91 2.70
H 1.30 2.85 -2.89
H -1.20 0.84 -1.19
H 4.43 1.03 -2.47
H -0.85 4.49 -0.49
H 0.62 4.15 -1.41

These are the Mulliken partial charges, in e, on atoms 1 to 2: number 1, In, carries 1.372; number 2, Br, carries -0.124

Entry 2:
# C23H44IrNOP3

A molecular structure, C23H44IrNOP3 (the ωB97M-V functional and the def2-TZVPD basis, the Open Molecules 2025 dataset).

- Charge: +3
- Energy relative to the best compared isomer or geometry (same formula, charge and spin): 0.0 kcal/mol
- Gap between HOMO and LUMO (alpha / beta): 3.072 / 2.086 eV
- Spin multiplicity: 5
- HOMO level (alpha / beta): -0.46203 / -0.58592 Eh
- LUMO energy (alpha / beta): -9.50 / -13.86 eV

Cartesian coordinates (Å):
Ir -0.58 0.75 0.34
P -2.46 1.19 1.43
P -1.49 1.12 -1.79
P 0.46 2.86 0.65
O 1.27 -0.06 -0.46
N -0.05 -0.48 2.12
C -3.48 2.64 0.93
C -2.34 1.46 3.24
C 1.49 -1.02 -1.32
C -0.59 -1.71 2.29
C 0.62 -2.74 5.73
C -0.38 -2.46 3.44
C 0.99 -0.72 4.27
C 1.37 3.30 -0.87
C -2.21 2.76 -2.23
C -2.84 -0.06 -2.24
C -0.60 4.28 1.08
C 1.02 -3.25 -2.24
C 0.41 -1.96 4.47
C 2.86 -1.95 -3.13
C 2.11 -3.14 -3.11
C 2.57 -0.91 -2.26
C -3.70 -0.17 1.35
C 4.53 -5.60 -4.83
C -0.35 0.92 -3.21
C 0.70 -2.22 -1.37
C 5.55 -4.74 -4.95
C 1.79 2.98 1.90
C 0.75 -0.02 3.10
H 3.69 -1.84 -3.84
H -1.12 4.10 2.02
H -3.28 2.80 -1.96
H 2.38 -3.97 -3.75
H -4.03 -0.33 0.32
H 3.72 -5.64 -5.57
H -4.57 0.10 1.97
H 2.37 3.90 1.74
H -0.15 -2.29 -0.69
H -3.13 3.08 0.00
H -1.34 4.49 0.29
H 6.38 -4.73 -4.23
H 1.28 -2.19 6.42
H -1.67 3.59 -1.76
H 4.49 -6.33 -4.01
H 1.37 2.99 2.91
H -1.52 -0.42 -0.33
H -2.58 -1.08 -1.95
H 0.41 -4.15 -2.23
H 2.14 2.54 -1.06
H -0.86 -3.43 3.51
H -2.03 0.54 3.75
H 3.12 0.02 -2.28
H 1.08 -3.72 5.52
H 0.03 5.17 1.20
H -3.33 1.74 3.63
H 0.70 3.37 -1.74
H 0.62 1.39 -3.02
H -0.81 1.40 -4.08
H 5.62 -4.04 -5.79
H -4.53 2.32 0.79
H -1.63 2.27 3.48
H -0.33 -2.92 6.24
H 1.21 0.96 2.96
H -3.27 -1.10 1.74
H -2.98 -0.05 -3.33
H -3.78 0.23 -1.74
H 1.63 -0.25 5.02
H -1.21 -2.11 1.50
H -3.46 3.40 1.71
H -0.20 -0.14 -3.44
H 2.47 2.12 1.79
H 1.85 4.28 -0.73
H -2.14 2.88 -3.32

These are the Mulliken partial charges, in e, on atoms 1 to 2: number 1, Ir, carries 2.818; number 2, P, carries 1.012

Entry 3:
# C23H44NP3PtS

A molecular structure, C23H44NP3PtS (the ωB97M-V functional and the def2-TZVPD basis, the Open Molecules 2025 dataset).

- Charge: +4
- Energy relative to the best compared isomer or geometry (same formula, charge and spin): 89.8 kcal/mol
- Gap between HOMO and LUMO (alpha / beta): 6.035 / 5.273 eV
- Spin multiplicity: 5
- HOMO level (alpha / beta): -0.63805 / -0.74809 Eh
- LUMO energy (alpha / beta): -11.33 / -15.08 eV

Cartesian coordinates (Å):
Pt -0.09 0.47 -0.03
S 1.18 -1.50 -1.49
P 2.16 1.18 0.04
P -2.22 -0.45 -0.21
P -0.77 1.95 1.50
N 0.39 -2.10 2.64
C 1.46 -0.32 5.63
C -3.05 -1.13 1.29
C 0.97 -1.24 -3.22
C 2.31 2.98 -0.16
C 0.12 -2.26 -3.73
C -2.22 1.69 2.56
C 1.12 0.01 -3.85
C -1.16 3.50 0.64
C -2.40 -1.87 -1.36
C -0.89 -1.43 4.56
C -0.92 -0.73 5.74
C 0.39 2.48 2.81
C 3.02 0.77 1.63
C 1.21 -1.98 -6.39
C 3.42 0.55 -1.13
C 1.55 -1.01 4.42
C 1.63 -3.12 -5.80
C 0.23 -0.09 6.23
C -0.88 -0.68 -5.18
C 0.36 -1.51 3.86
C -3.36 0.81 -0.89
C -0.92 -1.95 -4.61
C 0.08 0.31 -4.78
H -2.03 0.86 3.24
H 2.38 0.06 6.07
H 1.72 3.30 -1.03
H -1.52 -0.52 -6.07
H -0.30 3.85 0.07
H 1.89 0.77 -3.53
H 1.84 -1.12 -6.68
H 4.31 1.18 -1.03
H 2.40 1.03 2.50
H 0.16 0.51 7.12
H -0.41 -2.55 2.20
H -1.65 -2.74 -4.96
H -2.90 1.21 -1.80
H -2.00 3.32 -0.04
H -3.45 -2.18 -1.43
H 3.67 -0.49 -0.89
H 3.96 1.33 1.66
H -3.13 1.50 1.99
H 3.37 3.23 -0.33
H 3.23 -0.31 1.64
H -0.11 3.27 3.38
H 2.70 -3.53 -5.83
H -2.37 -1.10 2.14
H 0.59 1.63 3.47
H 3.05 0.60 -2.16
H -1.76 -1.93 4.10
H -2.04 -1.62 -2.36
H 1.95 3.51 0.73
H -0.23 -0.76 -1.41
H -3.50 1.63 -0.18
H 0.20 -2.01 -6.78
H 1.26 -2.24 2.10
H -3.95 -0.57 1.52
H 2.50 -1.16 3.88
H 0.02 1.26 -5.30
H 0.34 -3.23 -3.32
H 0.84 -3.88 -5.58
H -2.35 2.60 3.14
H -4.33 0.39 -1.14
H -1.81 -2.71 -0.98
H -1.45 4.24 1.39
H -1.85 -0.67 6.28
H 1.32 2.87 2.40
H -3.32 -2.17 1.11

These are the Mulliken partial charges, in e, on atoms 1 to 2: number 1, Pt, carries 0.938; number 2, S, carries -0.227

Number 1: largest force on an atom 0.7 eV/Å. Number 2: largest force on an atom 4.9 eV/Å. Number 3: largest force on an atom 3.6 eV/Å.